Entry 1:
This record from OMol25 describes 2 unconnected molecules or ions with the total composition C6H12O. The level of theory is wB97M-V/def2-TZVPD.

Computed properties:
F_max ... 0.52 eV Å⁻¹
E_HOMO ... -9.7114 eV
Kohn-Sham gap ... 10.7 eV
SMILES ... CCC=O.C=CC
Calculated total energy ... -311.01088 hartree

ORCA input file:
```
! wB97M-V def2-TZVPD RIJCOSX def2/J DEFGRID3
* xyz 0 1
O 0.589 1.580 1.286
C -1.670 1.964 -1.357
C -0.226 -2.239 0.463
C -0.460 1.175 -0.849
C -0.377 1.219 0.654
C 2.083 -1.248 0.556
C 0.767 -1.668 1.142
H -0.557 0.119 -1.134
H 0.480 1.556 -1.261
H -1.761 1.882 -2.443
H 2.247 -0.177 0.726
H -1.161 -2.518 0.941
H 2.120 -1.442 -0.521
H 0.632 -1.464 2.205
H -2.599 1.588 -0.914
H 2.912 -1.786 1.031
H -1.582 3.026 -1.104
H -0.133 -2.461 -0.599
H -1.304 0.895 1.178
*
```

=====

Entry 2:
This record from OMol25 describes C6H12O in the gas phase in a non-equilibrium geometry. The level of theory is wB97M-V/def2-TZVPD.

Computed properties:
F_max ... 1.26 eV Å⁻¹
E_HOMO ... -9.1280 eV
Kohn-Sham gap ... 10.1 eV
SMILES ... CCCC(=O)CC
Calculated total energy ... -310.98934 hartree

ORCA input file:
```
! wB97M-V def2-TZVPD RIJCOSX def2/J DEFGRID3
* xyz 0 1
O 0.915 -0.286 1.546
C 2.113 -0.599 -0.854
C 1.085 0.658 -0.601
C 0.516 -0.248 0.395
C -0.641 -1.046 -0.127
C -1.784 -0.238 0.525
C -1.415 1.251 0.676
H 0.455 0.936 -1.465
H -1.909 -0.650 1.529
H -0.585 -2.077 0.224
H 1.949 -1.536 -0.270
H -0.698 -1.051 -1.226
H 3.092 -0.286 -0.516
H -2.711 -0.365 -0.036
H -2.065 1.783 1.365
H 1.462 1.595 -0.152
H -0.436 1.305 1.155
H 2.062 -0.928 -1.884
H -1.407 1.781 -0.284
*
```

=====

Entry 3:
This record from OMol25 describes C6H12O in the gas phase. The level of theory is wB97M-V/def2-TZVPD.

Computed properties:
F_max ... 0.26 eV Å⁻¹
E_HOMO ... -9.4320 eV
Kohn-Sham gap ... 10.5 eV
SMILES ... C[C@@H]1OCC[C@@H]1C
Calculated total energy ... -311.04330 hartree

ORCA input file:
```
! wB97M-V def2-TZVPD RIJCOSX def2/J DEFGRID3
* xyz 0 1
O -1.498 -0.956 0.296
C -1.410 1.222 -0.722
C 1.547 0.929 -0.630
C -0.801 -0.177 -0.672
C 0.701 -0.301 -0.324
C 0.707 -0.741 1.148
C -0.622 -1.486 1.281
H 1.401 1.278 -1.660
H 1.565 -1.385 1.370
H -0.954 -0.630 -1.662
H 0.756 0.118 1.828
H -1.093 -1.345 2.261
H -1.084 1.758 -1.621
H -2.500 1.126 -0.770
H -0.493 -2.567 1.124
H 1.082 -1.145 -0.913
H 1.295 1.758 0.041
H 2.612 0.705 -0.505
H -1.165 1.830 0.156
*
```

=====

Entry 4:
This record from OMol25 describes C6H12O in the gas phase. The level of theory is wB97M-V/def2-TZVPD.

Computed properties:
F_max ... 0.71 eV Å⁻¹
E_HOMO ... -9.1760 eV
Kohn-Sham gap ... 10.3 eV
SMILES ... CCCOC1CC1
Calculated total energy ... -310.98950 hartree

ORCA input file:
```
! wB97M-V def2-TZVPD RIJCOSX def2/J DEFGRID3
* xyz 0 1
O 0.843 0.201 0.167
C -0.924 -0.515 2.636
C 0.294 -0.553 -2.218
C 1.464 0.381 -2.355
C -0.884 0.709 1.722
C -0.549 0.391 0.279
C 1.255 -0.327 -1.051
H -1.856 1.216 1.734
H -0.853 1.221 -0.378
H 0.245 -1.517 -2.713
H -1.712 -1.213 2.325
H -1.080 -0.517 -0.054
H 1.278 1.440 -2.496
H 0.029 -1.054 2.620
H 2.078 -1.011 -0.840
H -1.133 -0.218 3.669
H -0.137 1.426 2.081
H 2.317 -0.015 -2.894
H -0.674 -0.044 -2.235
*
```

=====

Entry 5:
This record from OMol25 describes 2 unconnected molecules or ions with the total composition C6H12O in a non-equilibrium geometry. The level of theory is wB97M-V/def2-TZVPD.

Computed properties:
F_max ... 5.48 eV Å⁻¹
E_HOMO ... -8.9845 eV
Kohn-Sham gap ... 9.6 eV
SMILES ... C=C(C)/C=C/C.O
Calculated total energy ... -310.92605 hartree

ORCA input file:
```
! wB97M-V def2-TZVPD RIJCOSX def2/J DEFGRID3
* xyz 0 1
O 4.811 3.292 1.522
C -0.684 -0.200 -0.057
C -0.661 -2.168 -1.767
C -0.610 0.297 2.333
C -1.636 0.135 -2.215
C -1.094 -0.735 -1.448
C -1.005 -0.633 1.209
H -1.674 -2.702 -1.684
H 0.443 0.246 2.622
H -0.054 -2.714 -0.980
H 3.878 3.191 1.201
H -1.244 0.262 3.213
H -1.734 1.106 -1.876
H -1.935 0.182 -3.299
H 5.543 2.554 1.058
H -0.198 -2.391 -2.758
H 0.124 0.432 -0.217
H -0.662 1.303 1.841
H -1.608 -1.457 1.304
*
```

=====

Entry 6:
This record from OMol25 describes C6H12O in the gas phase in a non-equilibrium geometry. The level of theory is wB97M-V/def2-TZVPD.

Computed properties:
F_max ... 3.71 eV Å⁻¹
E_HOMO ... -9.1588 eV
Kohn-Sham gap ... 10.2 eV
SMILES ... CC[C@H]1C[C@H]1CO
Calculated total energy ... -310.93538 hartree

ORCA input file:
```
! wB97M-V def2-TZVPD RIJCOSX def2/J DEFGRID3
* xyz 0 1
O -0.489 1.697 2.478
C 1.509 -1.839 -0.620
C -0.105 1.210 0.138
C -0.043 0.717 1.561
C -0.223 0.248 -1.006
C -1.400 1.132 -0.618
C -0.155 -1.258 -0.841
H 1.626 -2.944 -0.499
H 0.993 0.501 1.844
H 0.028 -1.807 0.055
H 2.021 -1.397 0.264
H -1.669 1.967 -1.268
H -1.388 1.935 2.218
H -0.617 -0.217 1.660
H 0.508 2.090 -0.046
H -2.247 0.648 -0.138
H -0.563 -1.761 -1.726
H 0.265 0.586 -1.926
H 1.951 -1.507 -1.532
*
```

=====

Entry 7:
This record from OMol25 describes C6H12O in the gas phase. The level of theory is wB97M-V/def2-TZVPD.

Computed properties:
F_max ... 0.27 eV Å⁻¹
E_HOMO ... -9.6412 eV
Kohn-Sham gap ... 10.8 eV
SMILES ... CCOCC1CC1
Calculated total energy ... -310.99255 hartree

ORCA input file:
```
! wB97M-V def2-TZVPD RIJCOSX def2/J DEFGRID3
* xyz 0 1
O 0.428 -1.040 -0.865
C -1.538 -0.431 0.497
C 1.291 0.079 -1.025
C -2.210 0.069 -0.744
C 2.219 0.388 0.143
C -1.476 1.026 0.156
C -0.301 -1.292 0.322
H -0.618 -2.337 0.214
H 0.334 -1.246 1.220
H 1.733 0.969 0.935
H -1.739 -0.221 -1.679
H 0.740 0.988 -1.307
H -2.053 1.734 0.739
H -0.525 1.413 -0.174
H -3.292 0.135 -0.775
H -2.173 -0.714 1.338
H 1.880 -0.185 -1.907
H 3.071 0.972 -0.220
H 2.604 -0.540 0.574
*
```

=====

Entry 8:
This record from OMol25 describes C6H12O in the gas phase. The level of theory is wB97M-V/def2-TZVPD.

Computed properties:
F_max ... 0.33 eV Å⁻¹
E_HOMO ... -9.2669 eV
Kohn-Sham gap ... 10.1 eV
SMILES ... CC[C@@]1(C)C[C@H]1O
Calculated total energy ... -311.01833 hartree

ORCA input file:
```
! wB97M-V def2-TZVPD RIJCOSX def2/J DEFGRID3
* xyz 0 1
O -0.898 2.032 0.980
C 1.104 -0.123 0.550
C -0.340 -0.292 0.115
C -1.427 -0.319 1.165
C -1.287 0.879 0.288
C -0.600 -1.205 -1.068
C 2.051 0.216 -0.604
H -1.662 -1.193 -1.341
H 3.053 0.450 -0.232
H 1.692 1.084 -1.170
H 1.139 0.681 1.294
H -2.266 -0.996 1.028
H -0.344 -2.242 -0.814
H -1.999 1.047 -0.521
H 1.454 -1.036 1.051
H -1.136 -0.154 2.199
H -0.026 -0.922 -1.957
H -0.654 2.710 0.342
H 2.148 -0.618 -1.307
*
```

=====

Entry 9:
This record from OMol25 describes C6H12O in the gas phase in a non-equilibrium geometry. The level of theory is wB97M-V/def2-TZVPD.

Computed properties:
F_max ... 2.46 eV Å⁻¹
E_HOMO ... -9.1415 eV
Kohn-Sham gap ... 10.2 eV
SMILES ... CCO[C@H]1C[C@H]1C
Calculated total energy ... -310.92445 hartree

ORCA input file:
```
! wB97M-V def2-TZVPD RIJCOSX def2/J DEFGRID3
* xyz 0 1
O 0.390 1.110 0.523
C -1.499 -0.268 1.358
C -1.327 -0.604 -0.112
C 2.456 -0.578 0.163
C -1.940 0.304 -1.154
C 1.436 0.885 -0.349
C -0.161 -0.153 0.721
H -1.676 -1.055 2.084
H 2.283 -1.597 0.641
H 1.066 0.600 -1.344
H 1.982 1.851 -0.412
H 3.192 -0.159 0.837
H -2.038 0.658 1.565
H 0.760 -0.783 0.774
H -1.399 0.242 -2.106
H -1.322 -1.662 -0.371
H -1.921 1.348 -0.823
H -2.982 0.030 -1.350
H 2.883 -0.879 -0.786
*
```

=====

Entry 10:
This record from OMol25 describes C6H12O in the gas phase. The level of theory is wB97M-V/def2-TZVPD.

Computed properties:
F_max ... 0.59 eV Å⁻¹
E_HOMO ... -9.6501 eV
Kohn-Sham gap ... 10.7 eV
SMILES ... COCC1(C)CC1
Calculated total energy ... -310.98543 hartree

ORCA input file:
```
! wB97M-V def2-TZVPD RIJCOSX def2/J DEFGRID3
* xyz 0 1
O 1.946 -0.146 -0.123
C -1.447 -0.573 0.758
C 1.837 0.715 1.010
C -0.481 -0.213 -0.346
C -0.256 1.223 -0.804
C 0.834 -0.987 -0.400
C -1.767 -0.921 -0.667
H 2.636 0.462 1.707
H 0.820 1.315 -0.969
H 0.868 0.655 1.522
H -1.744 -1.965 -0.972
H -0.732 1.460 -1.755
H -2.539 -0.332 -1.158
H 0.822 -1.846 0.289
H 0.995 -1.384 -1.412
H 1.958 1.767 0.707
H -0.569 1.954 -0.049
H -2.017 0.212 1.250
H -1.164 -1.397 1.413
*
```

=====

Entry 11:
This record from OMol25 describes C6H12O in the gas phase. The level of theory is wB97M-V/def2-TZVPD.

Computed properties:
F_max ... 0.36 eV Å⁻¹
E_HOMO ... -9.1798 eV
Kohn-Sham gap ... 10.0 eV
SMILES ... CC[C@@]1(C)C[C@H]1O
Calculated total energy ... -311.01625 hartree

ORCA input file:
```
! wB97M-V def2-TZVPD RIJCOSX def2/J DEFGRID3
* xyz 0 1
O -0.584 2.080 0.632
C -1.415 -0.232 1.157
C -0.365 -0.327 0.070
C 2.075 0.254 -0.484
C -0.592 -1.278 -1.087
C -1.216 0.902 0.198
C 1.069 -0.214 0.565
H -0.323 -2.304 -0.804
H -1.083 -0.070 2.177
H 3.067 0.373 -0.035
H 1.092 0.482 1.410
H 0.015 -1.001 -1.958
H -2.050 1.054 -0.482
H -1.039 2.834 0.246
H 1.367 -1.196 0.957
H -2.318 -0.830 1.051
H 1.771 1.219 -0.902
H 2.172 -0.465 -1.306
H -1.642 -1.282 -1.403
*
```

=====

Entry 12:
This record from OMol25 describes 2 unconnected molecules or ions with the total composition C6H12O. The level of theory is wB97M-V/def2-TZVPD.

Computed properties:
F_max ... 0.68 eV Å⁻¹
E_HOMO ... -8.0782 eV
Kohn-Sham gap ... 9.0 eV
Calculated total energy ... -310.92448 hartree

ORCA input file:
```
! wB97M-V def2-TZVPD RIJCOSX def2/J DEFGRID3
* xyz 0 1
O -1.205 -1.808 1.583
C 0.954 -1.098 1.431
C -0.094 -2.046 0.897
C 0.278 2.243 0.017
C 0.262 1.250 -1.143
C -0.707 -1.059 -1.422
C -0.827 0.212 -1.037
H 1.233 0.745 -1.243
H -1.876 -2.450 1.304
H -0.681 2.772 0.094
H -1.539 -1.760 -1.406
H 0.219 -1.469 -1.820
H 1.614 -1.693 2.076
H 1.059 2.998 -0.126
H 0.135 1.821 -2.073
H 0.574 -0.275 2.048
H 1.598 -0.731 0.626
H -1.783 0.549 -0.628
H 0.454 1.729 0.966
*
```

=====

Entry 13:
This record from OMol25 describes C6H12O in the gas phase in a non-equilibrium geometry. The level of theory is wB97M-V/def2-TZVPD.

Computed properties:
F_max ... 2.33 eV Å⁻¹
E_HOMO ... -9.6118 eV
Kohn-Sham gap ... 10.5 eV
SMILES ... C=C(C)[C@H](O)CC
Calculated total energy ... -311.02156 hartree

ORCA input file:
```
! wB97M-V def2-TZVPD RIJCOSX def2/J DEFGRID3
* xyz 0 1
O -0.989 -1.400 -0.060
C 0.326 0.032 2.441
C 2.023 -0.097 0.661
C 0.748 -0.007 0.998
C -1.293 0.399 -2.341
C -0.461 -0.094 -0.025
C -0.014 0.294 -1.411
H -0.401 0.828 2.605
H -1.235 0.612 0.321
H -0.985 0.682 -3.345
H 0.636 -0.476 -1.822
H -1.985 1.155 -1.975
H 2.804 -0.102 1.407
H -0.131 -0.912 2.745
H -1.797 -0.562 -2.373
H 0.490 1.259 -1.387
H -1.269 -1.644 0.828
H 1.180 0.212 3.092
H 2.355 -0.176 -0.360
*
```